## 1
{
  "formula": "C5H9N2OS",
  "method": "wB97M-V/def2-TZVPD",
  "symbols": ["C", "C", "C", "C", "C", "N", "N", "O", "S", "H", "H", "H", "H", "H", "H", "H", "H", "H"],
  "coordinates": [[0.67898, -3.11310, 0.04518], [0.64799, -0.72720, -0.63233], [1.54226, 0.00080, 0.21940], [-2.23880, 1.37685, 0.30954], [-0.82094, -0.59176, -0.05647], [-1.38170, -1.51227, 0.53289], [-1.14286, 0.80986, -0.29310], [1.16423, -2.11582, -0.57330], [0.97112, -4.73686, 0.17078], [2.57778, 0.24435, -0.24941], [1.12058, 0.94913, 0.69092], [1.84202, -0.61667, 1.05402], [-3.32830, 1.18546, 0.02436], [-2.28840, 1.16502, 1.42305], [-2.17922, 2.39905, 0.05061], [0.65513, -0.54108, -1.70124], [-0.79386, 1.11811, -1.19694], [2.17872, -5.06317, -0.14176]],
  "lowdin_charge": [-0.432, -0.238, -0.041, -0.135, -0.352, 0.344, -0.026, -0.045, 1.016, 0.146, 0.133, 0.098, 0.116, 0.123, 0.079, 0.168, 0.152, -0.105],
  "gap_ev": [6.672, 6.671],
  "lumo_ha": [-0.2494, -0.2495],
  "charge": 1
}

## 2
{
  "formula": "C5H9N2OS",
  "method": "wB97M-V/def2-TZVPD",
  "symbols": ["C", "C", "C", "C", "C", "N", "N", "O", "S", "H", "H", "H", "H", "H", "H", "H", "H", "H"],
  "coordinates": [[1.09365, 0.99659, -0.25534], [2.54207, 0.97353, 0.10686], [-2.02060, 0.81271, -0.53716], [-1.41043, -1.30868, 0.74046], [-0.96254, -0.42010, -0.39194], [3.04981, -0.24849, 0.27010], [0.34982, 0.02510, -0.32104], [3.22311, 1.94601, 0.11334], [2.32636, -1.68042, 0.04384], [0.73192, 2.03785, -0.52898], [-1.74397, 1.28612, 0.41093], [-1.76382, 1.16381, -1.52845], [-3.05440, 0.53495, -0.60137], [-0.93070, -2.22950, 0.96530], [-2.39368, -1.88131, 0.45122], [-1.76257, -0.72683, 1.61682], [-1.18481, -0.99580, -1.36642], [3.91076, -0.28554, 0.81181]],
  "lowdin_charge": [0.000, -0.520, 0.008, -0.068, -0.421, -0.339, 0.097, 0.200, 0.983, 0.194, 0.091, 0.082, 0.083, 0.057, 0.135, 0.099, 0.185, 0.134],
  "smiles": "CC(C)/N=C/C(=O)[NH+]=S",
  "gap_ev": [6.935, 6.983],
  "lumo_ha": [-0.2669, -0.2532],
  "charge": 1
}

Which structure wins on stability? 2 wins.

## 1
{
  "formula": "C4H6O",
  "method": "wB97M-V/def2-TZVPD",
  "symbols": ["O", "C", "C", "C", "C", "H", "H", "H", "H", "H", "H"],
  "coordinates": [[-0.59478, 0.67942, 1.61429], [0.30061, 1.10356, 0.61128], [0.80899, -0.09742, -0.16486], [-0.29903, -0.89510, -0.67641], [-1.12764, -1.56805, -1.23187], [-1.19138, 0.04414, 1.17775], [-0.16416, 1.83851, -0.06628], [1.18577, 1.56407, 1.05405], [1.44179, 0.23494, -0.99779], [1.41250, -0.72832, 0.49705], [-1.77266, -2.17574, -1.81723]],
  "lowdin_charge": [-0.067, -0.287, -0.201, -0.161, 0.125, 0.074, 0.122, 0.117, 0.125, 0.125, 0.026],
  "smiles": "C#CCCO",
  "gap_ev": 11.171,
  "lumo_ha": 0.0358
}

## 2
{
  "formula": "C4H6O",
  "method": "wB97M-V/def2-TZVPD",
  "symbols": ["O", "C", "C", "C", "C", "H", "H", "H", "H", "H", "H"],
  "coordinates": [[0.98912, 0.12480, 2.13239], [0.46780, 0.06186, 1.05088], [0.02457, -1.09907, 0.15712], [-0.46743, -0.04881, -0.87302], [0.07712, 1.10811, 0.00591], [0.87463, -1.71539, -0.15791], [-0.73836, -1.75346, 0.59046], [-1.55516, -0.03832, -0.98789], [-0.00406, -0.12051, -1.85771], [-0.63833, 1.87352, 0.32105], [0.97009, 1.60727, -0.38128]],
  "lowdin_charge": [0.097, -0.404, -0.094, -0.168, -0.094, 0.117, 0.114, 0.102, 0.099, 0.114, 0.117],
  "smiles": "O=C1CCC1",
  "gap_ev": 10.608,
  "lumo_ha": 0.0386
}

## 3
{
  "formula": "C4H6O",
  "method": "wB97M-V/def2-TZVPD",
  "symbols": ["C", "C", "C", "C", "O", "H", "H", "H", "H", "H", "H"],
  "coordinates": [[0.24511, -0.98652, 0.57550], [0.91922, -0.10283, 1.29619], [-0.17189, -2.25838, -0.02916], [-0.74685, -1.17905, -0.50662], [-0.25600, 2.34184, -1.12953], [0.75105, 0.92515, 1.13219], [1.69898, -0.42444, 2.05064], [-0.63401, 2.78801, -1.88813], [-0.10342, -3.35462, 0.11536], [-1.41264, -0.70558, -1.23869], [-0.28956, 2.95643, -0.37774]],
  "lowdin_charge": [-0.300, -0.024, 0.013, 0.021, -0.062, 0.008, 0.061, 0.028, 0.106, 0.105, 0.043],
  "smiles": "C=C1C=C1.O",
  "gap_ev": 8.863,
  "lumo_ha": 0.0294
}

## 4
{
  "formula": "C4H6O",
  "method": "wB97M-V/def2-TZVPD",
  "symbols": ["O", "C", "C", "C", "C", "H", "H", "H", "H", "H", "H"],
  "coordinates": [[0.18951, 2.08295, -1.23778], [-0.45579, 0.89736, -0.82660], [0.55382, -0.09677, -0.34499], [0.26293, -0.74563, 0.73783], [-0.23957, -1.67919, 1.48251], [0.72857, 2.37029, -0.48853], [-1.17002, 1.07512, -0.00647], [-1.01857, 0.51375, -1.67951], [-0.04818, -2.41830, 0.69649], [1.46358, -0.28986, -0.90208], [-0.26628, -1.70972, 2.56911]],
  "lowdin_charge": [-0.070, -0.282, -0.113, -0.148, 0.016, 0.088, 0.121, 0.119, 0.086, 0.120, 0.063],
  "smiles": "C=C=CCO",
  "gap_ev": 10.017,
  "lumo_ha": 0.0329
}

Which structure wins on stability? 2 wins.

## 1
{
  "formula": "C4H6O",
  "method": "wB97M-V/def2-TZVPD",
  "symbols": ["C", "C", "O", "C", "C", "H", "H", "H", "H", "H", "H"],
  "coordinates": [[-0.30271, -1.72020, 0.26963], [0.11872, -0.49750, -0.09980], [1.26034, -0.33706, -0.84021], [-0.54617, 0.75283, 0.26096], [-0.04952, 1.93942, -0.06756], [0.38198, -2.51336, 0.53571], [-1.33524, -1.85207, 0.56126], [1.60370, -1.22981, -0.96272], [-1.50252, 0.62897, 0.75840], [0.87653, 1.95379, -0.62498], [-0.50511, 2.87500, 0.20929]],
  "lowdin_charge": [0.045, -0.428, 0.028, -0.128, 0.040, 0.059, 0.054, 0.105, 0.106, 0.062, 0.058],
  "smiles": "C=CC(=C)O",
  "gap_ev": 9.319,
  "lumo_ha": 0.0299
}

## 2
{
  "formula": "C4H6O",
  "method": "wB97M-V/def2-TZVPD",
  "symbols": ["C", "O", "C", "C", "C", "H", "H", "H", "H", "H", "H"],
  "coordinates": [[-0.33436, -0.99869, 0.38507], [-1.35802, -0.18830, 0.33340], [-0.83654, 1.12419, -0.02818], [0.65014, 0.92684, 0.00239], [0.92888, -0.37180, 0.27042], [-0.54980, -2.04517, 0.57159], [1.08082, -2.07620, -0.91886], [-1.18831, 1.82500, 0.73612], [-1.29620, 1.38539, -0.99114], [1.34701, 1.75166, -0.09227], [1.55638, -1.33293, -0.26855]],
  "lowdin_charge": [-0.164, -0.004, -0.131, -0.073, -0.194, 0.117, 0.086, 0.132, 0.131, 0.101, -0.001],
  "gap_ev": [6.913, 7.497],
  "lumo_ha": [-0.0111, -0.0054]
}

Which structure wins on stability? 1 wins.

## 1
{
  "formula": "C4H6O",
  "method": "wB97M-V/def2-TZVPD",
  "symbols": ["O", "C", "C", "C", "C", "H", "H", "H", "H", "H", "H"],
  "coordinates": [[2.60013, 0.26708, 0.15729], [1.43629, -0.04199, 0.00420], [0.40714, -0.51818, 0.82480], [-0.67232, 0.73300, -0.62860], [-0.93247, -0.47871, 0.15504], [0.93569, 0.08371, -1.05741], [0.55458, -0.77955, 1.86987], [-0.64184, 1.67952, -0.10144], [-0.78828, 0.79499, -1.70777], [-1.68677, -0.27622, 0.92618], [-1.24211, -1.36054, -0.41386]],
  "lowdin_charge": [0.018, -0.417, -0.051, 0.053, -0.270, 0.138, 0.107, 0.093, 0.081, 0.133, 0.117],
  "gap_ev": [7.606, 7.405],
  "lumo_ha": [-0.0264, -0.0306]
}

## 2
{
  "formula": "C4H6O",
  "method": "wB97M-V/def2-TZVPD",
  "symbols": ["C", "C", "C", "C", "H", "H", "H", "H", "H", "H", "O"],
  "coordinates": [[1.31012, 1.09093, -0.16473], [0.28078, 0.27455, 0.51510], [-0.72690, -0.46969, -0.31940], [-1.48744, -1.44330, 0.15128], [2.32452, 1.26157, 0.36573], [0.76687, 2.13769, -0.19662], [1.48148, 0.98116, -1.23587], [-0.57429, -0.48373, -1.39522], [-1.58883, -1.76010, 1.22504], [-2.02624, -1.92130, -0.66576], [0.23994, 0.33221, 1.72045]],
  "lowdin_charge": [-0.049, -0.504, -0.117, 0.039, 0.115, 0.130, 0.061, 0.097, 0.098, 0.062, 0.067],
  "smiles": "C=CC(C)=O",
  "gap_ev": 10.167,
  "lumo_ha": 0.0150
}

## 3
{
  "formula": "C4H6O",
  "method": "wB97M-V/def2-TZVPD",
  "symbols": ["C", "O", "C", "C", "C", "H", "H", "H", "H", "H", "H"],
  "coordinates": [[-0.79862, 0.12035, 0.95111], [0.57736, -0.10925, 1.20561], [1.22395, -0.38250, -0.02419], [0.31284, 0.18444, -1.07840], [-0.87937, 0.37061, -0.52783], [-1.39838, -0.74739, 1.26342], [-1.15110, 0.98412, 1.53123], [1.28620, -1.47925, -0.20526], [2.24516, 0.02144, 0.03355], [0.56542, 0.31210, -2.12516], [-1.80143, 0.61994, -1.03559]],
  "lowdin_charge": [-0.209, -0.129, -0.212, -0.068, -0.076, 0.119, 0.120, 0.124, 0.121, 0.105, 0.104],
  "smiles": "C1=CCOC1",
  "gap_ev": 10.248,
  "lumo_ha": 0.0411
}

Which structure wins on stability? 3 wins.